No. 1
A structure of composition C33H44BBrN7OSnTe. Source: the Open Molecules 2025 dataset; level of theory: the ωB97M-V functional and the def2-TZVPD basis.

```
89
Properties=species:S:1:pos:R:3:forces:R:3:lowdin_charge:R:1
Sn -0.5038 -0.8312 -0.4635 -0.24 0.27 -0.46 1.21
C 2.6511 0.8624 -1.3493 -0.04 -0.12 0.04 -0.01
C 1.4421 1.7176 -1.4286 -0.23 0.07 -0.07 -0.36
C 1.3520 3.0735 -1.7263 -0.21 -0.07 0.00 0.02
C -0.0008 3.3756 -1.6799 0.37 0.09 -0.01 -0.25
C -0.6552 4.6953 -1.8770 -0.16 -0.10 -0.03 0.00
N -0.6605 2.2480 -1.3788 -0.04 0.59 -0.09 0.04
N 0.2126 1.2396 -1.2152 0.28 -0.62 0.12 -0.05
B -2.1758 2.0332 -1.2829 0.17 -0.42 0.18 -0.53
N -2.5377 1.6058 0.1462 -0.35 0.58 0.10 0.03
N -2.0613 0.4791 0.7121 0.36 -0.53 -0.01 -0.06
C -2.6347 0.3543 1.9151 -0.06 0.11 -0.07 -0.36
C -2.4092 -0.7776 2.8485 0.09 -0.09 -0.03 -0.06
C -3.4858 1.4301 2.1246 0.06 0.17 -0.29 0.03
C -3.4027 2.2041 0.9788 -0.08 -0.21 0.46 -0.25
C -4.1341 3.4610 0.6841 0.05 0.02 -0.18 0.00
N -2.5858 0.9157 -2.2441 -0.38 0.33 -0.35 0.03
N -2.0341 -0.3109 -2.1959 0.46 -0.51 0.25 -0.03
C -2.5677 -1.0421 -3.1764 -0.02 0.27 0.09 -0.33
C -2.1760 -2.4490 -3.4395 0.06 0.01 0.13 -0.06
C -3.4929 -0.2652 -3.8667 0.03 0.19 0.16 0.03
C -3.4801 0.9713 -3.2443 -0.10 -0.30 -0.30 -0.25
C -4.2893 2.1722 -3.5764 0.10 0.08 0.13 -0.01
H 3.5480 1.4737 -1.3088 0.06 0.02 0.04 0.10
H 2.7027 0.2225 -2.2260 0.12 -0.11 -0.05 0.07
H 2.6086 0.2223 -0.4670 0.08 -0.05 0.06 0.05
H 2.1583 3.7462 -1.9357 0.16 0.15 -0.06 0.12
H 0.0975 5.4552 -2.0648 0.02 0.03 -0.01 0.09
H -1.2252 4.9719 -0.9916 -0.03 0.10 0.01 0.08
H -1.3426 4.6630 -2.7198 -0.05 0.09 -0.05 0.09
H -2.7343 3.0310 -1.5548 -0.18 0.28 -0.07 0.11
H -1.6927 -1.4872 2.4445 0.01 -0.08 0.05 0.02
H -3.3521 -1.2892 3.0351 -0.02 -0.11 -0.02 0.10
H -2.0409 -0.4078 3.8048 0.06 -0.03 0.02 0.08
H -4.0883 1.6151 2.9885 -0.17 0.07 0.21 0.12
H -4.7454 3.7282 1.5409 -0.03 0.04 0.01 0.09
H -4.7785 3.3323 -0.1831 -0.09 0.08 -0.04 0.08
H -3.4459 4.2760 0.4708 0.00 0.10 -0.01 0.08
H -1.3333 -2.7223 -2.8080 0.07 -0.17 -0.04 0.03
H -1.9056 -2.5697 -4.4867 0.05 -0.07 -0.04 0.09
H -3.0067 -3.1207 -3.2302 0.00 -0.10 -0.01 0.07
H -4.0894 -0.5618 -4.7041 -0.15 -0.04 -0.20 0.12
H -4.9151 1.9629 -4.4387 -0.03 0.02 -0.03 0.09
H -3.6452 3.0202 -3.8020 -0.05 0.09 -0.04 0.08
H -4.9264 2.4442 -2.7366 -0.08 0.09 -0.01 0.08
C 1.1965 -4.4423 4.4153 0.03 0.03 0.05 -0.04
C 0.2006 -4.3496 3.3084 -0.13 -0.03 -0.16 -0.24
C -0.9466 -5.1369 3.2379 0.14 0.18 -0.09 0.00
C -1.8327 -4.9746 2.1849 -0.09 0.09 -0.14 -0.08
C -1.5375 -3.9964 1.2485 0.40 0.11 0.23 -0.75
Br -2.7222 -3.6138 -0.1781 -0.24 -0.10 -0.02 0.80
N -0.4515 -3.2460 1.2839 -0.40 -0.46 -0.02 -0.06
C 0.3978 -3.4351 2.2816 -0.06 -0.12 0.15 -0.13
H 1.0600 -5.3477 4.9964 0.05 -0.10 0.09 0.08
H 1.0974 -3.5879 5.0824 0.00 0.04 0.13 0.09
H 2.2050 -4.4243 4.0098 0.13 -0.07 0.06 0.09
H -1.1533 -5.8729 4.0033 0.03 -0.04 0.03 0.12
H -2.7233 -5.5780 2.0942 -0.04 0.01 0.01 0.11
H 1.2777 -2.8050 2.2585 0.20 0.03 0.08 0.10
C 1.4656 2.4096 1.8739 -0.34 -0.10 -0.14 -0.38
Te 0.9618 0.3534 2.3035 0.88 0.56 0.32 1.30
C 3.0828 0.2081 2.7824 -0.19 -0.32 -0.08 -0.40
C 3.5655 1.6128 2.9724 -0.16 0.23 -0.01 -0.30
C 4.7768 1.8683 3.6006 0.05 -0.03 0.04 -0.04
C 5.2121 3.1673 3.7868 0.02 -0.03 0.01 -0.07
C 4.4462 4.2227 3.3186 -0.05 0.05 -0.05 -0.07
C 3.2455 3.9740 2.6775 0.03 0.08 0.04 -0.04
C 2.7899 2.6726 2.5171 0.14 -0.10 0.18 -0.29
H 0.6931 3.0575 2.2802 -0.09 -0.03 0.04 0.07
H 1.5171 2.5751 0.7994 -0.12 -0.12 0.02 0.03
H 3.6414 -0.2779 1.9810 -0.17 -0.08 -0.06 0.06
H 3.2188 -0.3753 3.6907 -0.12 -0.06 0.00 0.05
H 5.3681 1.0387 3.9601 0.10 -0.06 0.07 0.12
H 6.1376 3.3585 4.3077 0.10 0.00 0.02 0.11
H 4.7757 5.2388 3.4684 0.05 0.11 -0.01 0.11
H 2.6409 4.7936 2.3144 -0.03 0.09 0.01 0.12
C 3.0353 -3.5251 -2.7566 -0.12 0.11 0.05 -0.15
C 2.1809 -3.2919 -4.0023 -0.01 0.12 0.16 -0.14
C 1.4627 -2.0030 -3.6241 0.12 0.03 -0.42 -0.20
O 1.2398 -2.0761 -2.2168 -0.08 0.16 -0.16 -0.33
C 2.0888 -3.0732 -1.6462 0.19 -0.37 0.27 -0.21
H 3.9204 -2.8854 -2.7801 0.00 -0.06 -0.02 0.12
H 3.3496 -4.5601 -2.6376 0.03 0.03 0.03 0.12
H 1.4643 -4.1044 -4.1298 -0.01 -0.01 -0.04 0.12
H 2.7704 -3.1889 -4.9096 -0.03 -0.02 -0.06 0.12
H 0.4998 -1.8748 -4.1137 -0.03 0.04 -0.05 0.11
H 2.0893 -1.1315 -3.8497 -0.05 -0.02 -0.01 0.12
H 1.4624 -3.9030 -1.2983 0.06 0.07 0.04 0.12
H 2.6112 -2.6389 -0.7884 -0.04 -0.05 -0.03 0.12
```
Forces are in eV/Å.

The charge is +1. The HOMO energy is -0.3710 Ha. The lowest unoccupied orbital energy comes out at -1.90 eV. The calculation puts the relative energy (zero: lowest compared OMol25 entry of this formula, charge and spin) at 88.10 kJ/mol.


No. 2
The molecule CH5N3. Source: the Open Molecules 2025 dataset; level of theory: the ωB97M-V functional and the def2-TZVPD basis.

```
9
Properties=species:S:1:pos:R:3:forces:R:3:lowdin_charge:R:1
C -1.3709 0.0814 -0.0199 -0.21 -3.51 0.82 -0.19
N 0.9359 0.0118 0.1366 0.34 -0.51 -1.57 -0.19
N 2.2910 -0.0850 0.0485 -2.75 1.40 -1.99 0.04
N -0.1362 0.4878 -0.5762 5.40 -1.06 1.39 -0.05
H -1.3419 -0.9916 0.6187 -0.14 2.56 -1.84 0.13
H -1.7314 0.7984 0.6464 -0.68 1.29 1.32 0.03
H -2.0818 0.0549 -0.8538 0.07 -0.48 0.28 0.07
H 0.8414 -0.6851 0.8675 -1.62 0.23 0.66 0.11
H 2.5941 0.3275 -0.8676 -0.42 0.09 0.91 0.04
```
Forces are in eV/Å.

The HOMO energy (spin up / spin down) is -0.3202 / -0.3212 Ha. The lowest unoccupied orbital energy (spin up / spin down) comes out at 0.40 / 0.35 eV. The calculation puts the relative energy (zero: lowest compared OMol25 entry of this formula, charge and spin) at 441.64 kJ/mol.


No. 3
The molecule C6H9N. Source: the Open Molecules 2025 dataset; level of theory: the ωB97M-V functional and the def2-TZVPD basis.

```
16
Properties=species:S:1:pos:R:3:forces:R:3:lowdin_charge:R:1
C 0.2529 1.1585 -1.6728 0.31 0.18 -1.37 -0.08
C -0.3517 0.4422 -0.5737 -2.40 -1.96 4.39 -0.26
C -1.5156 0.8413 0.1695 -0.98 -1.01 -1.51 -0.07
N -1.6732 0.0425 1.3177 2.46 1.05 -1.54 -0.01
C -0.5308 -0.7370 1.4617 0.25 0.42 -0.12 -0.11
C 0.2361 -0.5701 0.3024 0.04 -0.15 1.11 -0.28
C 1.5524 -1.3003 0.2003 1.85 1.38 -2.30 -0.09
H 1.0621 1.6482 -1.1838 0.87 1.09 -0.15 0.07
H -0.5001 1.8636 -2.0112 0.31 0.37 -0.38 0.08
H 0.7119 0.6372 -2.5491 -0.73 -0.11 0.81 0.10
H -2.4192 1.4407 -0.2026 1.65 -0.85 0.65 0.13
H -2.5054 -0.0759 1.8286 -0.77 0.22 0.60 0.12
H -0.1545 -1.0726 2.4907 -0.98 0.00 -1.91 0.14
H 1.7160 -1.7019 -0.9191 -0.29 0.57 2.64 0.11
H 2.4229 -0.5431 0.3755 -1.28 -1.23 -0.43 0.09
H 1.6963 -2.0732 0.9661 -0.32 0.03 -0.50 0.06
```
Forces are in eV/Å.

The HOMO energy is -0.2891 Ha. Its structure (SMILES) is Cc1c[nH]cc1C. The lowest unoccupied orbital energy comes out at 1.11 eV. The calculation puts the relative energy (zero: lowest compared OMol25 entry of this formula, charge and spin) at 137.99 kJ/mol.


No. 4
A cluster of 4 separate species, C31H44B2F24O11P in total. Source: the Open Molecules 2025 dataset; level of theory: the ωB97M-V functional and the def2-TZVPD basis.

```
113
Properties=species:S:1:pos:R:3:forces:R:3:lowdin_charge:R:1
C -0.6770 0.3907 2.6768 -0.56 0.21 -0.37 0.03
C -0.5335 1.9013 2.9362 -0.47 -1.44 -0.49 -0.55
O 0.2704 2.2359 3.7425 1.21 0.88 1.23 0.10
O -1.3274 2.7949 2.3047 0.28 -0.05 -0.19 -0.02
C -0.6510 3.2767 1.1086 0.66 -0.60 -1.18 -0.17
C -0.9499 2.3570 -0.0914 -0.77 0.75 -0.10 -0.18
C -2.4520 2.3990 -0.5023 0.43 -0.28 0.39 -0.08
B -2.8398 1.1923 -1.5786 0.48 1.84 0.09 -0.85
C -3.9964 1.8339 -2.5765 -2.28 -2.36 -0.22 -0.02
C -5.2961 0.9152 -2.5091 0.92 1.07 2.24 -0.28
C -5.9779 0.8799 -1.1279 0.52 0.23 -3.21 -0.08
O -6.5383 1.6021 -2.3005 0.23 -0.96 0.51 -0.11
O -3.0802 -0.1013 -0.9273 -0.33 -0.18 -0.92 0.04
C -2.3925 -1.0959 -1.6244 1.66 -1.85 1.01 -0.27
C -3.2194 -2.1190 -2.4255 -1.34 0.71 -0.19 -0.12
C -4.3724 -2.8142 -1.6290 0.15 -0.95 0.41 -0.36
C -4.2376 -2.7450 -0.0829 -0.66 0.71 0.02 -0.09
C -4.5171 -4.3401 -2.0108 0.07 0.28 0.25 -0.08
C -1.2146 -0.4140 -2.4923 -1.88 2.89 1.06 -0.47
O 0.1143 -0.4116 -1.9006 -0.16 -2.14 -0.49 0.16
B 0.7476 -1.6137 -1.8476 0.84 0.57 0.16 -0.80
O 0.1387 -2.8617 -1.8423 -0.07 0.42 -0.76 0.17
O 2.1783 -1.5677 -1.7274 -0.93 -0.16 0.57 0.10
P -1.3800 -0.4954 -4.3695 -1.63 0.02 -0.19 1.01
C -1.0737 -2.2175 -5.0367 1.07 0.47 -0.59 -0.29
C -0.1666 0.7363 -5.0471 0.90 -0.21 0.50 -0.27
O -1.5827 0.9374 -2.3268 0.90 -0.53 -1.32 -0.06
H -1.2581 0.1575 1.7754 -0.04 0.07 0.39 0.08
H 0.3077 -0.0914 2.5844 -0.20 0.43 0.07 0.08
H -1.1549 -0.0322 3.5754 0.01 0.06 -0.38 0.09
H 0.4432 3.3090 1.2920 -0.44 -0.02 0.20 0.12
H -0.9394 4.3100 0.8734 -0.41 -0.43 0.45 0.11
H -0.6229 1.3182 0.0608 0.06 0.36 0.11 0.10
H -0.3812 2.7465 -0.9545 0.00 -0.27 0.35 0.12
H -2.6181 3.3843 -0.9778 -0.08 -0.27 0.24 0.09
H -3.0975 2.3452 0.4012 0.23 0.07 -0.34 0.10
H -4.4104 2.7968 -2.2415 0.51 -0.01 -0.33 0.09
H -3.6775 1.8187 -3.6328 0.03 0.49 0.33 0.08
H -5.2917 -0.0239 -3.0951 -0.38 0.63 0.19 0.12
H -6.5143 -0.0440 -0.9045 0.03 0.45 0.39 0.09
H -5.5557 1.5420 -0.3733 -0.24 -0.36 0.03 0.11
H -1.9270 -1.6678 -0.7898 0.33 -0.04 -0.73 0.14
H -3.7065 -1.5555 -3.2471 0.30 -0.34 0.15 0.10
H -2.6149 -2.9038 -2.9017 0.28 0.45 0.37 0.09
H -5.3272 -2.3365 -1.9003 0.35 0.00 0.19 0.11
H -4.9412 -3.4583 0.3820 0.39 0.13 -0.16 0.07
H -3.2193 -2.9174 0.2934 -0.29 -0.19 -0.21 0.08
H -4.5469 -1.7474 0.2707 0.35 -0.27 -0.12 0.07
H -4.5533 -4.9435 -1.0871 -0.01 0.15 -0.39 0.06
H -3.6579 -4.7135 -2.5900 -0.35 0.15 0.01 0.06
H -5.4545 -4.5407 -2.5520 0.39 0.04 -0.03 0.07
H 0.6616 -3.4416 -2.4102 -0.02 -0.14 0.41 0.08
H 2.2988 -1.4381 -0.7746 0.52 0.08 -0.24 0.10
H -2.0513 -2.6787 -5.2243 0.33 0.02 0.36 0.02
H -0.3964 -2.8476 -4.4495 -0.43 -0.01 -0.08 0.00
H -0.5930 -2.1008 -6.0295 -0.20 -0.03 0.38 0.03
H 0.1820 0.4825 -6.0627 -0.16 -0.20 0.44 0.03
H 0.6961 0.8123 -4.3626 -0.11 0.06 -0.43 0.04
H -0.6185 1.7364 -5.1136 -0.15 -0.51 0.23 0.03
C 1.9022 -1.3796 7.1612 -0.13 0.49 0.64 -0.04
C 2.9873 -1.3331 6.0710 0.09 -0.57 0.49 -0.44
C 2.4904 -1.2184 4.6318 0.00 0.36 -0.74 -0.30
F 1.7332 -2.2753 4.2670 0.13 0.10 0.10 0.09
F 3.5461 -1.1853 3.7795 0.13 0.03 0.23 0.09
F 3.8050 -2.4018 6.2151 -0.02 0.02 -0.17 0.13
F 3.7484 -0.2317 6.3237 -0.21 0.17 -0.19 0.11
O 1.5430 -2.6618 7.6613 0.07 -0.38 -0.81 0.04
C 0.5901 -3.3962 6.9746 -0.09 1.12 0.52 -0.53
C 1.1649 -4.6962 6.4113 0.21 -0.56 -0.19 -0.28
F 2.1834 -4.4529 5.5627 -0.08 0.04 0.15 0.10
F 0.2124 -5.3647 5.7196 -0.13 0.15 0.15 0.10
F 0.0040 -2.6411 6.0292 -0.16 -0.39 -0.06 0.14
F -0.3746 -3.7047 7.8707 0.04 -0.36 -0.06 0.14
H 2.3311 -0.8725 8.0252 0.16 -0.11 -0.05 0.15
H 1.0254 -0.7883 6.8954 0.04 -0.13 -0.28 0.15
H 1.9111 -0.3007 4.4870 0.00 0.02 0.15 0.16
H 1.5321 -5.3356 7.2171 -0.08 0.10 0.10 0.17
C -0.3121 8.5907 2.2413 -0.74 -0.02 -0.36 -0.05
C 0.2707 9.4089 3.4077 -0.22 -0.80 0.16 -0.44
C 1.5506 10.1892 3.1125 0.38 0.48 0.15 -0.30
F 2.5703 9.3792 2.7656 -0.14 0.14 0.09 0.09
F 1.9424 10.8636 4.2245 -0.20 -0.03 0.01 0.09
F 0.4387 8.6010 4.4760 0.16 0.14 -0.01 0.13
F -0.6819 10.3209 3.7615 0.15 0.26 -0.24 0.10
O -0.0125 7.2060 2.2118 0.86 0.19 0.33 0.05
C 1.1787 6.7998 1.6288 -0.99 0.51 -0.51 -0.52
C 2.1158 6.1300 2.6338 0.28 -0.45 0.45 -0.27
F 2.4219 6.9683 3.6482 -0.10 -0.03 -0.13 0.09
F 3.2773 5.7872 2.0276 -0.13 0.08 -0.19 0.10
F 1.7581 7.8360 0.9860 0.33 -0.30 -0.02 0.13
F 0.8504 5.9007 0.6820 0.32 -0.12 0.08 0.15
H -1.3939 8.6218 2.3714 0.05 -0.03 0.20 0.15
H -0.1317 9.0644 1.2754 0.26 0.06 0.12 0.15
H 1.3896 10.9187 2.3135 -0.10 -0.06 -0.02 0.17
H 1.6538 5.2322 3.0524 -0.13 0.02 -0.13 0.18
C 3.7648 -3.9138 -3.2049 -0.04 0.56 0.60 -0.04
C 3.0159 -4.0009 -4.5447 0.86 0.34 0.03 -0.43
C 2.4622 -5.3733 -4.9279 -0.49 -0.26 -0.37 -0.30
F 3.4379 -6.2954 -5.0633 -0.12 0.13 0.00 0.09
F 1.8270 -5.2934 -6.1238 0.01 0.17 0.09 0.09
F 3.8067 -3.5148 -5.5264 -0.12 -0.17 -0.09 0.14
F 1.9529 -3.1512 -4.4527 -0.23 -0.31 0.13 0.10
O 5.1882 -3.9693 -3.2634 0.00 -0.74 -0.67 0.05
C 5.8044 -5.2064 -3.2954 -0.78 0.64 0.85 -0.53
C 6.5739 -5.4308 -4.5974 0.36 -0.06 -0.47 -0.28
F 5.7589 -5.3543 -5.6680 0.04 0.04 0.15 0.10
F 7.1323 -6.6663 -4.6023 -0.03 0.03 0.22 0.09
F 4.9133 -6.1860 -3.0498 0.37 -0.25 -0.10 0.14
F 6.6844 -5.2239 -2.2683 0.29 -0.12 -0.22 0.14
H 3.5563 -2.9199 -2.8089 -0.03 0.04 -0.17 0.13
H 3.3620 -4.5990 -2.4574 0.02 -0.19 -0.22 0.15
H 1.7410 -5.7273 -4.1848 0.05 0.07 0.07 0.17
H 7.3634 -4.6849 -4.7108 -0.03 0.03 0.16 0.17
```
Forces are in eV/Å.

The charge is -1. The HOMO energy is -0.1730 Ha. The lowest unoccupied orbital energy comes out at 1.94 eV.


No. 5
The molecule C2H4N2O. Source: the Open Molecules 2025 dataset; level of theory: the ωB97M-V functional and the def2-TZVPD basis.

```
9
Properties=species:S:1:pos:R:3:forces:R:3:lowdin_charge:R:1
N -0.8239 1.2267 1.6886 -0.03 0.01 -0.34 0.09
C -0.5680 0.8003 0.5270 -0.14 0.15 0.27 -0.29
N 0.2279 -0.3290 0.3672 0.05 -0.16 0.31 0.02
C 0.5023 -0.7800 -0.8400 -0.84 1.16 0.64 -0.22
O 1.2943 -1.8587 -0.8844 -0.71 1.16 -1.19 0.02
H -1.4139 2.0523 1.6374 0.02 -0.01 0.04 0.04
H -0.8896 1.1961 -0.4377 -0.05 0.08 0.16 0.12
H 0.5701 -0.7622 1.2116 0.18 -0.20 0.38 0.15
H 1.1609 -1.6059 -1.8419 1.51 -2.19 -0.26 0.08
```
Forces are in eV/Å.

The HOMO energy is -0.3407 Ha. The lowest unoccupied orbital energy comes out at 1.12 eV. The calculation puts the relative energy (zero: lowest compared OMol25 entry of this formula, charge and spin) at 225.28 kJ/mol.


No. 6
The ion C8H9N2OS with charge +1. Source: the Open Molecules 2025 dataset; level of theory: the ωB97M-V functional and the def2-TZVPD basis.

```
21
Properties=species:S:1:pos:R:3:forces:R:3:lowdin_charge:R:1
C 2.7151 -0.4884 0.6946 -3.48 2.40 1.45 0.00
C 2.3058 -0.9657 -0.5289 1.18 -0.86 0.37 -0.06
C 1.7962 0.3038 1.4748 -0.21 -3.07 -6.33 0.04
C 1.0797 -0.6887 -1.0544 -0.08 0.09 0.04 0.00
C 0.5660 0.5762 0.9105 -0.45 1.10 1.77 -0.25
C 0.2329 0.1498 -0.3441 1.55 -2.34 -1.59 -0.26
C -2.2627 0.0515 0.0913 2.52 0.11 -3.08 -0.52
C -0.4501 1.4160 1.5981 -0.85 -0.23 1.23 -0.25
N -0.9712 0.4419 -0.9071 -6.21 0.12 0.92 0.01
N -3.2293 -0.6108 -0.4969 0.09 -0.43 -0.65 0.15
O -1.3516 -0.1525 -2.1753 0.04 -0.27 1.69 -0.02
S -2.1462 0.4867 1.6766 0.67 0.43 0.57 1.10
H 3.5922 -0.5934 1.2128 2.45 -0.97 0.35 0.09
H 2.9164 -1.6878 -1.0324 0.43 -0.06 -0.34 0.12
H 2.0176 0.6279 2.3695 1.25 1.64 4.56 0.07
H 0.7864 -1.1895 -1.9661 -0.08 0.21 0.01 0.12
H -0.2855 1.6775 2.7392 -0.16 -0.20 -2.70 0.15
H -0.7289 2.1888 0.8775 0.09 0.67 0.85 0.09
H -2.9761 -1.0991 -1.3787 -0.34 0.77 0.61 0.15
H -4.1808 -0.7886 -0.1305 1.12 0.31 0.06 0.16
H -0.7112 0.0437 -2.8662 0.46 0.57 0.22 0.12
```
Forces are in eV/Å.

The charge is +1. The HOMO energy is -0.4573 Ha. The lowest unoccupied orbital energy comes out at -4.02 eV. The calculation puts the relative energy (zero: lowest compared OMol25 entry of this formula, charge and spin) at 159.04 kJ/mol.